121
Properties=species:S:1:pos:R:3:forces:R:3:mulliken_charge:R:1 method="wB97M-V/def2-TZVPD" largest_force_ev_per_a=2.00 homo_energy_ev=-8.950 homo_lumo_gap_ha=0.202 lumo_energy_ha=-0.12702 total_charge=+1 de_lowest_kcal_mol=62.77
Pd 0.3331 1.0196 0.0430 1.23 -0.18 -0.23 -2.140
Br 7.1530 -1.8246 0.0650 0.17 -0.10 -0.04 -0.157
C 5.6222 -0.7904 0.3945 -0.06 0.07 0.02 -0.389
C 4.3924 -1.2269 -0.0675 -0.16 0.02 0.00 -0.506
C 3.2666 -0.4559 0.1753 -0.01 -0.27 -0.07 1.712
C 3.3597 0.7176 0.8955 -0.63 0.44 0.16 -1.291
C 4.6001 1.1665 1.3257 0.20 0.15 0.03 -0.459
C 5.7379 0.4107 1.0772 -0.13 0.09 0.02 -0.819
N 2.1509 1.4766 1.1427 0.17 -1.20 -0.86 2.912
C 2.0464 2.1074 2.2297 -0.31 0.75 0.77 -1.310
C 0.9362 3.0587 2.4898 0.58 -0.63 -0.03 0.384
C 1.0245 3.9099 3.5734 -0.13 0.31 0.28 -1.138
C 0.0475 4.8890 3.7222 0.14 -0.09 0.07 -0.706
C -0.9533 4.9689 2.7722 -0.08 -0.05 -0.12 -0.960
C -0.9552 4.0481 1.7253 -0.16 0.09 0.12 -1.014
N -0.0408 3.1017 1.5938 -0.28 0.07 -0.14 0.984
H 4.3151 -2.1544 -0.6212 0.00 0.03 0.02 0.613
H 2.2971 -0.7612 -0.1955 0.03 0.07 -0.02 -0.791
H 4.6983 2.1307 1.8101 0.00 -0.05 0.02 0.560
H 6.7077 0.7604 1.4032 -0.02 0.00 -0.01 0.458
H 2.8091 2.0133 3.0009 0.10 0.15 -0.02 0.605
H 1.8475 3.8226 4.2738 -0.06 0.01 -0.04 0.576
H 0.0811 5.5794 4.5563 0.00 -0.03 -0.05 0.453
H -1.7192 5.7329 2.8252 0.04 -0.05 0.00 0.512
H -1.7090 4.0894 0.9454 -0.01 -0.06 0.02 0.789
C -0.4363 -2.5462 0.9410 0.17 0.02 -0.10 -1.368
C 0.9878 -3.0917 0.9632 -0.18 0.12 -0.06 -0.399
As 1.1553 -5.0152 0.5050 0.08 0.07 0.06 0.178
C 0.3288 -4.9855 -1.2569 -0.12 -0.08 -0.04 -0.040
C -0.1745 -6.1798 -1.7753 -0.03 0.09 -0.11 -0.415
C -0.7363 -6.2189 -3.0447 0.03 0.05 0.03 -0.615
C -0.7895 -5.0658 -3.8195 0.02 0.01 0.04 -0.661
C -0.2621 -3.8808 -3.3246 0.01 -0.05 0.06 -0.535
C 0.2984 -3.8430 -2.0515 -0.04 -0.04 -0.10 0.482
C -0.3417 -5.6050 1.6116 -0.03 -0.05 0.07 0.079
C -0.0325 -5.8437 2.9507 -0.12 -0.04 0.01 -0.386
C -1.0236 -6.2098 3.8536 0.00 0.03 -0.05 -0.747
C -2.3355 -6.3541 3.4209 0.04 0.01 -0.06 -0.452
C -2.6509 -6.1207 2.0876 0.07 0.02 0.00 -0.724
C -1.6604 -5.7443 1.1859 -0.02 0.01 0.13 0.192
P -0.6842 -0.7413 1.2702 -0.17 0.16 0.01 2.301
C -2.4926 -0.6404 0.9871 0.03 -0.11 -0.02 1.115
C -2.9520 -1.1750 -0.2217 -0.10 -0.03 0.02 -0.833
C -4.2974 -1.1326 -0.5542 -0.03 0.03 0.03 -0.554
C -5.2164 -0.5508 0.3141 0.04 -0.03 -0.06 -0.771
C -4.7686 0.0154 1.4969 0.11 0.02 -0.01 -1.081
C -3.4159 -0.0177 1.8231 0.00 0.20 -0.05 -0.358
C -0.3155 -0.7454 3.0594 0.13 0.10 0.10 1.326
C 1.0488 -0.6979 3.3723 0.02 0.08 -0.02 -0.864
C 1.4875 -0.7496 4.6887 -0.03 0.00 -0.04 -0.969
C 0.5653 -0.8461 5.7223 0.00 0.00 -0.03 -0.822
C -0.7872 -0.9350 5.4248 0.02 0.01 -0.05 -0.825
C -1.2261 -0.8960 4.1067 0.11 -0.12 -0.03 -1.269
H -1.0446 -3.0238 1.7093 -0.03 -0.15 0.03 0.640
H -0.9055 -2.7689 -0.0135 0.00 -0.02 -0.09 0.443
H 1.4319 -3.0118 1.9549 0.04 0.08 0.04 0.796
H 1.6381 -2.5548 0.2710 -0.03 -0.06 0.07 -0.785
H -0.1321 -7.0894 -1.1871 -0.01 0.01 0.03 0.443
H -1.1272 -7.1521 -3.4315 0.01 0.03 0.01 0.391
H -1.2262 -5.0967 -4.8099 0.01 0.00 0.02 0.428
H -0.2771 -2.9811 -3.9286 0.02 -0.01 0.00 0.408
H 0.7229 -2.9106 -1.6976 -0.04 -0.02 -0.01 0.146
H 0.9918 -5.7487 3.2964 0.00 -0.02 -0.02 0.405
H -0.7684 -6.3913 4.8906 -0.01 -0.01 -0.03 0.418
H -3.1072 -6.6565 4.1180 0.02 0.02 -0.02 0.409
H -3.6730 -6.2278 1.7455 0.02 -0.01 0.01 0.405
H -1.9278 -5.5525 0.1542 0.03 -0.01 -0.02 0.384
H -2.2546 -1.6059 -0.9309 -0.04 -0.03 0.03 0.069
H -4.6306 -1.5655 -1.4912 0.01 0.02 0.05 0.515
H -6.2718 -0.5379 0.0664 0.07 0.00 0.00 0.430
H -5.4705 0.4915 2.1720 0.04 -0.03 -0.02 0.427
H -3.0900 0.4898 2.7199 0.05 -0.06 0.08 0.521
H 1.7855 -0.6471 2.5749 -0.10 0.02 0.08 0.297
H 2.5503 -0.7222 4.9030 -0.06 0.00 -0.01 0.532
H 0.9003 -0.8747 6.7520 -0.02 -0.01 -0.04 0.428
H -1.5104 -1.0512 6.2222 0.01 0.00 -0.02 0.462
H -2.2767 -1.0403 3.9129 -0.10 0.07 -0.07 0.661
C -2.3836 0.5185 -4.0690 -0.18 0.10 0.17 -0.803
N -2.9778 1.2800 -2.9625 -0.10 -0.06 -0.21 0.335
C -4.1999 1.8522 -3.0868 0.16 -0.19 -0.23 -0.341
C -4.7542 2.5438 -2.0776 -0.04 0.10 0.20 -1.325
C -3.9704 2.6452 -0.8893 -0.27 0.17 0.28 0.909
N -2.7562 2.1414 -0.7703 0.22 -0.20 -0.06 0.365
C -2.2433 1.4223 -1.7874 0.13 -0.14 -0.43 -1.019
O -1.1339 0.8519 -1.7887 0.02 0.29 0.97 1.033
N -4.4822 3.2838 0.1836 0.15 0.01 -0.21 -0.357
H -3.1677 0.2840 -4.7838 -0.01 0.01 -0.02 0.411
H -1.9448 -0.3966 -3.6849 -0.01 -0.05 0.04 0.223
H -1.6036 1.0988 -4.5541 0.05 0.04 0.00 0.153
H -4.6969 1.7094 -4.0367 0.01 -0.01 0.00 0.479
H -5.7360 2.9857 -2.1674 0.07 -0.02 0.03 0.430
H -5.3886 3.7115 0.1545 -0.01 -0.01 0.01 0.225
H -3.9407 3.3239 1.0277 0.01 -0.05 0.06 0.217
C 3.8905 1.2751 -2.7949 0.47 0.02 -0.03 -1.035
Si 2.0318 1.3404 -2.8710 -0.07 0.29 0.39 -0.203
C 1.4245 -0.4258 -2.7323 -0.15 -0.31 0.00 0.067
C 1.5480 1.9494 -4.5546 -0.01 0.14 -0.53 -1.027
C 1.4162 2.5984 -1.6458 0.28 -0.99 0.43 1.391
Si 1.8548 4.3954 -1.7079 0.41 -0.32 0.34 -0.089
C 0.6333 5.2039 -2.8438 -0.33 0.26 -0.31 -1.008
C 3.5770 4.6856 -2.3389 0.36 0.09 -0.19 -0.996
C 1.7044 5.2273 -0.0524 -0.03 0.22 0.39 -0.763
H 4.2629 0.3518 -3.2559 -0.02 0.12 0.06 0.440
H 4.2442 1.3053 -1.7592 0.04 -0.03 -0.11 0.102
H 4.3466 2.1171 -3.3261 -0.04 -0.10 0.08 0.444
H 0.9320 -0.6977 -3.6725 0.07 -0.04 0.05 0.702
H 0.6967 -0.5943 -1.9404 0.00 -0.02 0.03 -0.993
H 2.2715 -1.1022 -2.5841 -0.06 0.01 -0.06 0.533
H 2.0683 1.3635 -5.3242 -0.13 0.08 0.06 0.374
H 1.8037 3.0030 -4.7101 -0.03 -0.14 -0.01 0.288
H 0.4697 1.8330 -4.6952 0.08 0.07 -0.07 0.056
H 0.5589 2.5007 -1.0065 -1.63 0.81 -0.84 -0.004
H 0.7094 4.8445 -3.8744 -0.02 0.04 0.11 0.304
H 0.8090 6.2876 -2.8485 -0.07 -0.11 -0.04 0.371
H -0.3892 5.0223 -2.4952 0.07 0.05 -0.05 0.242
H 3.6829 4.4379 -3.4021 0.00 0.02 0.15 0.290
H 4.2994 4.0813 -1.7803 -0.02 0.10 -0.06 0.294
H 3.8492 5.7414 -2.2189 -0.01 -0.14 -0.04 0.401
H 0.6568 5.3975 0.2197 0.21 0.00 -0.03 0.117
H 2.1992 6.2030 -0.1095 -0.07 -0.05 0.06 0.560
H 2.1795 4.6554 0.7523 -0.02 0.12 -0.14 0.066